--- one ---
This record from the Open Molecules 2025 dataset describes 2 unconnected molecules or ions with the total composition C2H3BrClFIN. The level of theory is the ωB97M-V functional and the def2-TZVPD basis.

Atoms and positions in Å:
H1 0.700 1.399 1.709
F1 1.647 0.275 -1.743
I1 -3.739 -0.569 -0.773
H2 -4.446 -1.881 -0.264
H3 -0.518 0.160 1.294
Br1 3.234 -1.594 -0.726
Cl1 -0.386 1.858 -0.353
C1 0.307 0.765 0.911
C2 1.874 -0.308 -0.570
N1 1.327 -0.105 0.516

Output
Orbital gap ... 0.3918 Eh
Multiplicity ... 1

---

--- two ---
This record from the Open Molecules 2025 dataset describes 2 unconnected molecules or ions with the total composition C2H3BrClFIN. The level of theory is the ωB97M-V functional and the def2-TZVPD basis.

Atoms and positions in Å:
H1 -1.113 0.395 0.234
Br1 3.186 -1.483 1.116
C1 1.887 -0.571 0.103
Cl1 0.058 1.821 -1.305
N1 0.914 -0.077 0.622
C2 -0.126 0.774 0.169
H2 -0.103 1.671 0.975
F1 2.469 -0.334 -1.051
H3 -2.970 -1.252 -0.977
I1 -4.201 -0.943 0.114

Output
Orbital gap ... 0.3842 Eh
Multiplicity ... 1

---

Order from most stable to least stable according to the calculation: one, two

---

--- one ---
This record from the Open Molecules 2025 dataset describes 2 unconnected molecules or ions with the total composition C9H15N3. The level of theory is the ωB97M-V functional and the def2-TZVPD basis.

Atoms and positions in Å:
H1 -2.220 -0.471 -0.713
H2 3.538 1.307 -0.527
C1 -0.367 -1.233 -0.074
C2 3.034 0.511 0.117
H3 -1.339 3.215 -0.468
C3 1.005 -0.981 0.064
H4 -1.025 -2.879 2.388
H5 3.682 -0.466 0.196
C4 1.642 0.255 -0.315
C5 -0.789 -2.671 0.189
N1 -3.035 1.760 -0.761
H6 0.215 -3.209 0.183
C6 -1.220 -0.243 -0.458
C7 -0.665 0.993 -0.783
H7 2.648 1.802 1.571
H8 -3.501 2.867 -0.515
H9 -3.021 1.000 0.411
H10 -2.232 -2.171 1.506
N2 -1.523 -2.970 1.438
H11 1.229 2.286 -0.876
N3 3.164 0.925 1.536
H12 1.615 -1.844 0.474
C8 -1.629 2.204 -1.087
C9 0.768 1.282 -0.711
H13 2.577 0.307 2.077
H14 -1.460 -2.948 -0.557
H15 -1.612 2.498 -2.288

Output
Orbital gap ... 0.3491 Eh
Multiplicity ... 1

---

--- two ---
This record from the Open Molecules 2025 dataset describes a single C9H15N3 molecule. The level of theory is the ωB97M-V functional and the def2-TZVPD basis.

Atoms and positions in Å:
H1 -3.600 -1.319 1.333
C1 1.368 0.332 -0.088
H2 3.714 1.430 -0.393
C2 0.211 2.299 0.043
C3 -2.936 -0.419 1.251
H3 -1.806 -1.626 -0.130
H4 2.985 -2.361 -0.795
C4 -2.170 -0.589 -0.046
H5 4.126 0.282 1.003
H6 -2.355 -0.307 2.172
H7 -1.933 2.121 0.129
H8 -3.241 0.721 -1.287
C5 -0.961 1.613 0.082
H9 0.206 3.396 0.133
C6 3.807 0.399 -0.039
N1 2.558 -0.310 -0.121
H10 -2.505 -0.510 -2.234
H11 -3.947 -0.928 -1.233
C7 -3.001 -0.326 -1.274
H12 3.457 -1.923 0.778
N2 1.390 1.690 -0.055
H13 -3.582 0.511 1.173
N3 0.248 -0.419 -0.194
C8 2.631 -1.727 0.080
H14 1.643 -2.134 0.439
H15 4.628 -0.120 -0.632
C9 -0.934 0.225 -0.093

Output
Orbital gap ... 0.3300 Eh
Multiplicity ... 1

---

Order from most stable to least stable according to the calculation: two, one

---

--- one ---
This record from the Open Molecules 2025 dataset describes a gas-phase ion, C2H7N2O2 (charge +1). The level of theory is the ωB97M-V functional and the def2-TZVPD basis.

Atoms and positions in Å:
C1 1.120 0.929 -1.682
O1 -0.138 -0.593 2.544
H1 -1.468 -1.641 0.211
C2 -1.549 -0.757 0.809
H2 1.558 -0.205 1.053
N1 -0.293 -0.445 1.348
H3 0.490 1.672 -2.172
H4 -2.160 -1.031 1.616
N2 0.672 0.059 0.603
O2 0.324 0.318 -0.742
H5 1.976 1.475 -1.232
H6 1.469 0.260 -2.366
H7 -2.002 -0.040 0.010

Output
Net charge ... +1
Orbital gap (spin up / spin down) ... 0.3426 / 0.3426 Eh
Multiplicity ... 1

---

--- two ---
This record from the Open Molecules 2025 dataset describes 2 unconnected molecules or ions with the total composition C2H7N2O2. The level of theory is the ωB97M-V functional and the def2-TZVPD basis.

Atoms and positions in Å:
O1 0.541 0.475 -0.556
N1 -2.124 -0.309 0.414
C1 0.642 1.801 0.035
H1 -0.538 -2.542 -0.252
H2 -0.052 -1.513 -1.422
O2 -2.457 0.695 -0.072
H3 1.140 -2.166 -0.241
H4 0.452 -0.351 1.395
H5 1.428 2.419 -0.572
N2 0.121 -1.752 -0.379
H6 -0.370 2.162 0.326
H7 1.138 1.544 0.998
C2 0.078 -0.462 0.326

Output
Net charge ... +1
Orbital gap (spin up / spin down) ... 0.2967 / 0.2950 Eh
Multiplicity ... 1

---

--- three ---
This record from the Open Molecules 2025 dataset describes a gas-phase ion, C2H7N2O2 (charge +1). The level of theory is the ωB97M-V functional and the def2-TZVPD basis.

Atoms and positions in Å:
H1 2.597 -1.557 -0.110
H2 -2.845 0.954 0.727
H3 0.185 1.822 0.399
N1 0.196 0.753 0.152
C1 1.493 -1.254 0.020
H4 1.003 -1.894 -0.785
N2 1.354 0.162 0.073
H5 -1.919 1.595 -0.908
O1 -0.937 0.004 0.246
H6 1.252 -1.835 0.969
O2 2.360 0.843 -0.030
H7 -2.601 -0.257 -0.571
C2 -2.137 0.665 -0.182

Output
Net charge ... +1
Orbital gap ... 0.3406 Eh
Multiplicity ... 1

---

--- four ---
This record from the Open Molecules 2025 dataset describes a gas-phase ion, C2H7N2O2 (charge +1). The level of theory is the ωB97M-V functional and the def2-TZVPD basis.

Atoms and positions in Å:
N1 -1.300 -0.688 -0.970
H1 0.477 -1.474 -0.479
O1 -0.942 0.455 1.277
H2 -1.715 -1.554 -1.355
H3 0.537 2.081 2.548
H4 -1.711 -0.815 0.011
C1 0.150 0.455 0.711
H5 -1.881 -0.046 -1.616
C2 0.122 -0.527 -0.823
H6 2.022 1.314 2.660
H7 0.572 0.001 -1.641
O2 1.292 1.000 0.924
N2 1.450 1.886 2.003

Output
Net charge ... +1
Orbital gap ... 0.3909 Eh
Multiplicity ... 1

---

Order from most stable to least stable according to the calculation: four, two, one, three